[1]
The following is a DFT calculation (ωB97M-V/def2-TZVPD) of a structure of composition C14H31Cl2N2PPrSe.

Geometry (Å):
Pr -0.65 -2.49 0.33
Cl -2.21 -1.68 -1.62
Cl 1.49 -1.64 1.67
H 0.71 -2.52 -1.18
H -1.21 -0.46 1.09
P -0.37 2.30 -1.10
C -2.08 2.93 -1.23
C 0.75 3.29 -0.06
C 0.20 1.74 -2.74
C -2.90 2.30 -0.10
H -2.45 2.50 -2.19
C -2.15 4.45 -1.29
H -1.79 4.90 -0.35
H -3.21 4.74 -1.41
H -1.59 4.87 -2.13
H -2.87 1.20 -0.18
H -3.94 2.64 -0.20
H -2.53 2.57 0.89
H -0.66 1.13 -3.07
C 1.41 0.78 -2.62
C 0.41 2.93 -3.68
H -0.55 3.39 -3.96
H 0.90 2.59 -4.61
H 1.06 3.69 -3.23
H 1.36 0.18 -1.70
H 2.36 1.32 -2.68
H 1.37 0.08 -3.46
C 0.24 3.29 1.40
H 0.70 4.32 -0.47
C 2.21 2.80 -0.12
H -0.69 3.84 1.52
H 1.00 3.77 2.04
H 0.09 2.25 1.74
H 2.29 1.77 0.24
H 2.81 3.45 0.53
H 2.63 2.87 -1.13
C -0.58 -3.94 4.27
N 0.23 -4.55 3.25
C 1.60 -4.71 3.27
C 2.00 -5.07 2.03
N 0.85 -5.16 1.25
C 0.83 -5.42 -0.18
C -0.25 -4.86 2.01
Se -2.03 -4.83 1.49
H -0.51 -2.85 4.26
H -0.26 -4.31 5.25
H -1.63 -4.22 4.09
H 2.17 -4.52 4.16
H 2.97 -5.19 1.60
H 1.61 -4.83 -0.68
H 0.99 -6.49 -0.41
H -0.15 -5.13 -0.61

Summary:
Gap between HOMO and LUMO (alpha / beta): 5.4 / 5.4 eV
Spin multiplicity: 3
Energy above the lowest of the compared OMol25 structures with the same formula, charge and spin: 40.2 kJ/mol
Total charge: -1

Mulliken population analysis, charges in e, atoms 1 to 5:
1 Pr 0.168
2 Cl -0.583
3 Cl -0.550
4 H -0.121
5 H -0.049

[2]
The following is a DFT calculation (ωB97M-V/def2-TZVPD) of a cluster of 3 separate species, C14H31F3N9S in total.

Geometry (Å):
C 2.74 -1.60 -0.41
C 2.83 0.02 -0.46
N 2.29 0.50 0.84
N 0.91 0.59 0.85
C 0.40 1.81 0.28
N -0.93 1.97 0.27
C -1.90 0.97 0.76
C -2.60 0.15 -0.46
N -3.70 -0.67 0.18
N -3.22 1.05 -1.44
N -1.66 -0.83 -1.07
N 1.27 2.87 -0.24
S 1.48 4.19 0.89
C 0.88 3.31 -1.58
F 0.27 2.34 -2.35
F 0.06 4.47 -1.41
F 2.01 3.78 -2.28
H 3.10 -2.09 -1.37
H 3.28 -1.98 0.52
H 1.64 -1.92 -0.27
H 3.94 0.28 -0.52
H 2.24 0.38 -1.37
H 2.76 1.34 1.19
H 0.47 -0.22 0.39
H -1.32 2.85 -0.11
H -2.77 1.56 1.23
H -1.52 0.28 1.57
H -4.30 0.03 0.67
H -3.30 -1.27 0.93
H -4.15 1.38 -1.14
H -3.40 0.58 -2.34
H -1.85 -0.87 -2.08
H -1.91 -1.74 -0.67
H 1.20 3.59 2.13
C -6.43 -4.89 -1.99
C -6.59 -3.38 -1.90
C -5.68 -2.62 -2.87
C -4.24 -2.93 -2.57
N -3.12 -3.17 -2.33
H -5.42 -5.21 -1.73
H -7.11 -5.39 -1.30
H -6.64 -5.25 -3.00
H -6.38 -3.07 -0.87
H -7.63 -3.12 -2.10
H -5.84 -1.55 -2.77
H -5.90 -2.91 -3.90
C 6.53 2.54 2.29
C 5.96 1.88 3.54
C 6.50 0.46 3.76
C 6.14 -0.41 2.59
N 5.85 -1.09 1.68
H 6.26 2.00 1.38
H 6.15 3.56 2.19
H 7.63 2.60 2.34
H 4.87 1.85 3.46
H 6.20 2.49 4.41
H 6.07 0.03 4.67
H 7.59 0.47 3.87

Summary:
Gap between HOMO and LUMO: 8.5 eV
Total charge: +1

natural (NBO) population analysis, charges in e, atoms 1 to 5:
1 C -0.626
2 C -0.255
3 N -0.446
4 N -0.428
5 C 0.696

[3]
The following is a DFT calculation (ωB97M-V/def2-TZVPD) of a structure of composition C14H31N10O3SSe2Tc.

Geometry (Å):
Tc 0.38 0.37 0.57
C 3.38 4.86 -0.41
Se 1.57 4.24 -0.52
C 1.67 3.25 -2.18
C 2.24 1.83 -2.05
Se 0.82 0.49 -1.90
C 1.88 -1.04 -2.47
H 3.54 5.54 -1.25
H 4.05 4.01 -0.48
H 3.49 5.38 0.53
H 2.29 3.85 -2.84
H 0.64 3.26 -2.56
H 2.93 1.71 -1.22
H 2.76 1.59 -2.98
H 1.89 -1.05 -3.55
H 1.40 -1.93 -2.08
H 2.90 -0.95 -2.09
N -1.56 0.05 3.46
N -0.88 0.87 4.37
C 0.25 1.48 4.05
N 0.86 2.22 4.95
N 0.71 1.25 2.77
N 1.74 1.96 2.31
O 2.03 1.62 1.11
O 2.35 2.83 2.86
H -2.43 0.49 3.19
H -1.76 -0.84 3.91
H -1.26 1.03 5.30
H 0.48 2.34 5.88
H 1.69 2.76 4.71
N 3.18 -2.73 1.53
C 2.11 -3.17 2.27
C 1.11 -2.29 2.04
N 1.56 -1.31 1.16
C 2.82 -1.62 0.88
H 4.09 -3.16 1.48
H 2.16 -4.05 2.89
H 0.10 -2.30 2.42
H 3.48 -1.05 0.25
C -4.69 -0.84 -3.19
C -3.27 -0.30 -3.25
N -2.62 -0.24 -1.93
C -2.09 -1.27 -1.28
S -1.55 -1.01 0.38
N -2.02 -2.46 -1.84
C -1.51 -3.69 -1.22
C -2.59 -4.45 -0.47
H -5.13 -0.86 -4.18
H -5.32 -0.21 -2.56
H -4.73 -1.86 -2.79
H -3.26 0.71 -3.64
H -2.64 -0.89 -3.92
H -2.73 0.60 -1.39
H -2.49 -2.57 -2.73
H -0.68 -3.42 -0.57
H -1.11 -4.29 -2.04
H -3.01 -3.83 0.33
H -2.17 -5.35 -0.03
H -3.40 -4.75 -1.13
O -1.84 4.05 0.51
C -1.22 3.07 0.38
N -0.59 2.06 0.22

Summary:
Gap between HOMO and LUMO (alpha / beta): 7.8 / 5.2 eV
Spin multiplicity: 4
Total charge: +3

natural (NBO) population analysis, charges in e, atoms 1 to 5:
1 Tc 0.753
2 C -0.844
3 Se 1.022
4 C -0.628
5 C -0.593

[4]
The following is a DFT calculation (ωB97M-V/def2-TZVPD) of a structure of composition C14H32AlBr2Cl8FKN3O7P.

Geometry (Å):
C 7.48 1.62 0.44
C 6.09 2.09 0.90
N 5.73 3.38 0.28
N 4.86 4.12 1.17
C 3.59 4.53 0.59
C 2.42 3.65 0.95
O 2.57 2.32 0.47
C 1.34 1.61 0.51
H 7.84 2.14 -0.45
H 7.43 0.56 0.17
H 8.19 1.72 1.26
H 6.13 2.25 1.98
H 5.30 1.36 0.69
H 6.58 3.92 0.24
H 5.36 4.96 1.43
H 3.35 5.50 1.03
H 3.66 4.70 -0.50
H 2.29 3.65 2.04
H 1.52 4.08 0.48
H 1.20 1.01 -0.39
H 1.27 0.94 1.38
H 0.48 2.29 0.56
C 4.68 1.15 -2.99
Cl 4.33 0.91 -4.70
Cl 3.80 2.59 -2.41
Cl 4.07 -0.25 -2.05
Cl 6.37 1.36 -2.72
Al 1.62 3.77 -3.50
Br 0.34 -1.69 -0.91
C -1.25 -2.29 0.09
C -1.67 -1.26 1.10
Br -0.47 -1.24 2.63
H -0.98 -3.24 0.54
H -2.02 -2.45 -0.65
H -2.65 -1.53 1.48
H -1.68 -0.25 0.70
C -4.86 -2.23 4.64
C -6.05 -3.04 4.14
C -5.62 -4.25 3.31
C -4.88 -3.85 2.12
N -4.31 -3.52 1.18
H -4.28 -1.82 3.81
H -5.18 -1.40 5.26
H -4.19 -2.86 5.23
H -6.71 -2.38 3.56
H -6.63 -3.39 4.99
H -6.49 -4.82 2.98
H -4.96 -4.94 3.87
C -7.07 -6.22 0.04
O -7.23 -6.54 1.41
H -6.43 -5.34 -0.04
H -6.60 -7.06 -0.49
H -8.05 -5.98 -0.40
H -7.78 -7.32 1.51
F -3.43 -5.76 3.25
C -2.82 3.28 -0.68
Cl -1.70 2.28 -1.64
Cl -3.92 4.12 -1.75
Cl -3.71 2.24 0.42
Cl -1.87 4.45 0.24
O 1.48 4.86 -8.17
P 1.42 5.63 -6.87
O 0.19 5.08 -6.12
O 1.26 7.11 -7.07
O 2.66 5.37 -6.02
K -9.19 -7.73 -0.78
O 4.35 -3.14 -3.21
H 5.24 -3.43 -3.48
H 3.67 -3.42 -3.85
H 4.32 -2.15 -3.03

Summary:
Gap between HOMO and LUMO: 2.7 eV
Total charge: +1

natural (NBO) population analysis, charges in e, atoms 1 to 5:
1 C -0.633
2 C -0.232
3 N -0.484
4 N -0.479
5 C -0.239

F_max readings, ordered: 4.0; 4.0; 0.5; 1.8 eV/A